Formula: C3H6S3
Source: the OMol25 dataset
Level of theory: ωB97M-V with the def2-TZVPD basis set

Geometry as XYZ:
```
12
Properties=species:S:1:pos:R:3:forces:R:3:nbo_charge:R:1
C -0.213 -1.239 -0.186 -1.183 -0.971 -0.557 -0.62
C -0.321 -0.161 0.825 -0.863 0.160 1.423 -0.06
C 0.223 1.174 0.376 -0.381 -0.553 0.206 -0.59
H 1.995 -0.949 -0.784 -0.053 -1.117 0.219 0.11
H -0.535 -0.794 -1.145 0.257 -0.384 0.144 0.22
H -0.929 -2.037 0.073 0.285 0.379 -0.174 0.25
H 1.031 0.956 -0.295 0.381 0.308 -0.692 0.22
H 0.659 1.685 1.214 -0.120 0.511 0.390 0.25
H -1.101 1.627 -1.538 -0.022 -0.562 -1.004 0.11
S 1.370 -2.117 -0.382 0.357 1.700 -0.217 0.02
S -1.123 -0.399 2.242 0.809 0.332 -1.020 0.07
S -1.056 2.254 -0.400 0.536 0.197 1.282 0.02
```
Forces are in eV/Å.

Properties
Structure (SMILES): S=C(CS)CS
LUMO energy: -0.70 eV
2S+1: 1
HOMO: -8.835 eV

Formula: C5H11N
Source: the OMol25 dataset
Level of theory: ωB97M-V with the def2-TZVPD basis set

Geometry as XYZ:
```
17
Properties=species:S:1:pos:R:3:forces:R:3:nbo_charge:R:1
C -1.795 -0.720 0.856 -0.021 -0.061 0.161 -0.66
C -0.664 -0.883 -0.107 -0.268 -0.078 -0.019 -0.11
C 0.999 0.436 -0.945 0.284 0.169 -0.144 -0.08
C 0.112 1.485 -1.543 -0.071 0.055 -0.089 -0.65
N 0.566 -0.338 0.059 -0.018 -0.052 0.052 -0.31
C 1.414 -0.591 1.227 0.023 -0.048 0.009 -0.41
H -1.455 -0.582 1.888 -0.020 -0.063 -0.106 0.21
H -2.470 -1.582 0.821 0.111 0.099 0.073 0.22
H -2.402 0.165 0.597 0.095 -0.142 0.113 0.20
H -0.890 -1.139 -1.135 -0.072 0.232 0.036 0.18
H 2.049 0.377 -1.218 -0.009 0.139 0.195 0.17
H 0.662 2.435 -1.603 -0.064 -0.128 -0.071 0.21
H -0.289 1.288 -2.546 0.104 -0.069 0.103 0.20
H -0.751 1.641 -0.881 0.138 -0.067 -0.139 0.21
H 0.913 -1.290 1.901 0.023 0.085 -0.142 0.21
H 1.651 0.342 1.747 -0.088 -0.134 -0.083 0.20
H 2.350 -1.046 0.883 -0.145 0.062 0.049 0.21
```
Forces are in eV/Å.

Properties
LUMO energy (alpha / beta): 1.02 / 0.95 eV
2S+1: 1
HOMO (alpha / beta): -6.526 / -6.475 eV

Formula: C4H5N3
Source: the OMol25 dataset
Level of theory: ωB97M-V with the def2-TZVPD basis set

Geometry as XYZ:
```
12
Properties=species:S:1:pos:R:3:forces:R:3:nbo_charge:R:1
N 1.202 1.343 0.919 0.116 0.097 0.106 -0.79
C 0.374 0.473 0.218 -0.230 -0.299 -0.142 0.08
C 0.871 -0.514 -0.633 0.009 0.008 0.062 0.01
N 0.096 -1.445 -1.178 -0.120 0.174 0.135 -0.42
C -1.204 -1.363 -0.905 -0.061 -0.034 -0.065 0.21
N -1.808 -0.378 -0.245 0.225 -0.030 -0.036 -0.42
C -1.019 0.546 0.291 0.054 -0.031 0.037 0.01
H 2.123 0.962 1.091 -0.054 0.107 -0.062 0.38
H 0.793 1.660 1.787 0.054 0.084 -0.099 0.38
H 1.934 -0.552 -0.874 -0.111 -0.047 0.113 0.19
H -1.833 -2.173 -1.262 0.042 0.138 -0.064 0.18
H -1.503 1.377 0.806 0.075 -0.168 0.013 0.19
```
Forces are in eV/Å.

Properties
Structure (SMILES): Nc1cncnc1
LUMO energy: 0.83 eV
2S+1: 1
HOMO: -8.883 eV

Formula: C15H39Br6O12P3
Source: the OMol25 dataset
Level of theory: ωB97M-V with the def2-TZVPD basis set

Geometry as XYZ:
```
75
Properties=species:S:1:pos:R:3:forces:R:3:mulliken_charge:R:1
Br 3.221 1.514 -5.818 -0.225 0.164 0.068 -0.12
C 2.926 -0.397 -5.561 0.251 0.110 -0.269 -0.42
C 1.573 -0.795 -6.104 0.092 0.285 -0.616 -0.48
Br 1.417 -2.708 -6.418 0.108 -0.093 0.340 -0.15
H 3.116 -0.548 -4.504 -0.225 -0.388 -0.017 0.09
H 3.708 -0.839 -6.171 0.012 -0.241 0.216 0.45
H 1.487 -0.391 -7.109 -0.115 0.152 0.084 0.41
H 0.713 -0.471 -5.529 0.116 -0.020 0.160 0.18
Br 3.441 6.214 0.262 0.074 -0.315 0.640 -0.18
C 3.705 5.183 1.937 -0.480 -0.549 -0.211 -0.66
C 2.335 4.737 2.487 1.229 0.774 -0.535 -0.41
Br 2.641 3.939 4.262 -0.318 0.209 -0.651 -0.15
H 4.268 5.791 2.635 -0.116 0.198 -0.073 0.42
H 4.291 4.313 1.658 0.093 0.070 -0.050 0.36
H 1.899 4.022 1.796 -0.156 -0.220 0.295 0.22
H 1.734 5.639 2.547 -0.360 -0.265 0.499 0.40
Br 5.916 -5.950 0.767 -0.978 -0.033 -0.165 -0.16
C 3.988 -5.471 0.606 0.322 0.566 0.137 -0.57
C 3.854 -4.104 -0.052 0.383 -0.170 -0.534 -0.54
Br 3.508 -4.374 -1.994 0.090 0.387 0.640 -0.14
H 3.596 -5.448 1.619 0.130 -0.067 0.043 0.35
H 3.446 -6.200 0.014 0.324 -0.352 0.148 0.40
H 4.787 -3.553 0.018 -0.020 0.000 -0.135 0.40
H 3.072 -3.468 0.356 -0.286 -0.282 -0.130 0.26
C -1.518 -0.589 5.679 0.056 -0.335 -0.721 -0.58
O -2.389 0.229 6.445 0.027 -0.105 0.613 -0.26
P -2.091 1.761 6.773 -0.057 -0.350 0.641 0.93
O -0.911 2.259 6.046 -0.454 0.019 0.352 -0.49
O -3.501 2.465 6.510 1.100 -0.339 0.294 -0.35
C -3.705 3.025 5.211 -0.362 0.729 -0.353 -0.66
O -2.057 1.790 8.386 -0.441 0.389 -1.557 -0.39
C -0.898 1.328 9.054 0.488 -0.346 0.747 -0.62
H -0.467 -0.619 5.973 -0.071 0.664 0.256 0.29
H -1.607 -0.255 4.645 0.285 -0.263 -0.082 0.19
H -1.840 -1.627 5.766 -0.425 0.164 -0.008 0.35
H -4.402 2.422 4.631 0.073 -0.196 0.124 0.27
H -2.783 3.180 4.652 0.120 -0.254 0.158 0.30
H -4.147 4.011 5.354 -0.069 -0.077 0.064 0.25
H -0.460 2.150 9.622 0.028 0.060 -0.202 0.26
H -0.138 0.891 8.405 -0.108 0.202 -0.226 0.26
H -1.180 0.560 9.778 -0.193 0.021 -0.124 0.27
C 0.717 0.312 2.459 0.581 0.321 1.036 -0.46
O 0.325 0.021 1.138 0.223 -0.623 -1.655 -0.36
P 1.248 0.437 -0.108 -1.272 0.874 1.202 0.66
O 1.660 1.851 -0.075 0.118 -0.600 -0.492 -0.59
O 0.301 -0.003 -1.326 0.765 -0.461 0.717 -0.34
C 0.526 0.509 -2.632 -0.456 1.645 -0.582 -0.58
O 2.439 -0.603 -0.015 -0.037 -0.206 -0.602 -0.08
C 3.466 -0.501 -1.015 0.438 0.955 -0.271 0.02
H 0.276 1.258 2.775 0.130 0.006 -0.004 0.27
H 1.802 0.342 2.588 -0.018 0.267 -0.261 0.30
H 0.397 -0.468 3.153 -0.368 -0.114 -0.398 0.11
H 1.479 1.022 -2.770 0.200 -0.329 0.231 0.50
H -0.202 1.307 -2.801 -0.116 -0.102 -0.016 0.32
H 0.372 -0.214 -3.429 0.091 -0.547 0.473 0.09
H 4.072 0.394 -0.857 0.302 -0.303 0.683 0.31
H 3.129 -0.276 -2.031 -0.669 -0.714 0.062 -0.31
H 4.030 -1.423 -0.993 0.124 0.039 -0.040 0.15
C -6.500 -1.662 -5.375 0.307 -0.808 -0.384 -0.67
O -5.514 -1.058 -4.534 0.376 0.666 0.190 -0.30
P -4.040 -0.741 -5.061 -0.082 -0.089 0.191 1.04
O -3.929 -0.029 -6.336 -0.049 -0.092 0.494 -0.69
O -3.322 -2.169 -5.036 -0.674 -0.405 0.009 -0.29
C -2.029 -2.312 -5.559 1.942 -0.414 -0.198 -0.81
O -3.381 -0.019 -3.817 0.144 0.171 -0.661 -0.28
C -3.189 -0.633 -2.538 -1.627 0.257 0.388 -0.39
H -7.503 -1.234 -5.367 0.365 0.690 0.615 0.25
H -6.598 -2.677 -4.982 -0.009 -0.109 -0.595 0.25
H -6.157 -1.600 -6.410 -0.067 -0.431 0.030 0.32
H -1.341 -2.876 -4.917 -0.648 0.029 0.696 0.34
H -1.495 -1.371 -5.700 -0.417 0.225 -0.285 0.29
H -1.952 -2.912 -6.467 -0.729 0.395 -0.319 0.33
H -2.169 -0.477 -2.204 -0.021 -0.127 0.011 0.00
H -3.537 -1.667 -2.497 0.633 -0.199 -0.423 0.33
H -3.930 -0.143 -1.897 0.575 0.229 0.297 0.30
```
Forces are in eV/Å.

Properties
Structure (SMILES): COP(=O)(OC)OC.COP(=O)(OC)OC.COP(=O)(OC)OC.BrCCBr.BrCCBr.BrCCBr
LUMO energy: 0.29 eV
2S+1: 1
HOMO: -10.074 eV

Formula: C26H54O21
Source: the OMol25 dataset
Level of theory: ωB97M-V with the def2-TZVPD basis set

Geometry as XYZ:
```
101
Properties=species:S:1:pos:R:3:forces:R:3:mulliken_charge:R:1
C 1.257 4.072 1.890 0.002 -0.445 -0.336 -0.28
O 0.334 5.032 2.425 0.472 -0.223 -0.458 -0.61
H 0.822 3.565 1.020 0.048 0.160 -0.062 0.19
H 2.200 4.544 1.606 -0.024 -0.029 0.055 0.38
H 1.464 3.267 2.590 -0.047 0.331 0.341 0.05
H 0.069 5.546 1.657 -0.279 0.234 0.300 0.29
C -1.727 -0.928 3.945 0.163 -0.187 0.216 -0.55
O -0.784 -1.910 3.444 -0.465 0.384 0.298 -0.60
H -1.200 -0.334 4.691 -0.297 0.313 -0.090 0.45
H -2.079 -0.314 3.120 0.304 0.062 -0.075 0.01
H -2.604 -1.398 4.398 0.130 -0.164 0.024 0.39
H -0.410 -2.326 4.228 0.104 -0.243 -0.223 0.24
C -1.600 2.682 3.727 0.448 0.314 0.459 0.00
O -0.892 3.659 4.469 0.364 0.090 0.301 -0.62
H -2.174 3.180 2.945 -0.146 -0.428 -0.146 0.21
H -0.931 1.912 3.327 -0.028 0.185 -0.349 -0.25
H -2.242 2.172 4.449 -0.269 0.144 -0.170 0.30
H -0.349 4.208 3.871 -0.546 -0.301 0.105 0.38
C -3.249 -2.678 0.959 0.078 -0.129 0.627 -0.48
O -1.946 -3.171 1.221 0.015 0.244 0.016 -0.57
H -3.303 -1.600 1.142 -0.091 0.066 -0.329 0.07
H -3.514 -2.921 -0.067 0.028 0.128 -0.050 0.24
H -3.989 -3.153 1.613 -0.036 -0.045 -0.020 0.38
H -1.601 -2.726 2.019 -0.044 -0.388 -0.356 0.41
C 3.937 1.374 1.203 0.773 -1.177 -0.089 -0.50
O 3.125 1.494 2.355 -0.287 0.097 -0.237 -0.49
H 3.427 1.284 0.237 -0.451 0.486 0.208 0.07
H 4.667 2.180 1.170 -0.203 0.183 0.054 0.34
H 4.509 0.435 1.262 0.155 0.152 0.052 0.25
H 2.412 0.833 2.285 -0.059 0.242 -0.012 0.24
C 0.360 -0.135 0.646 -0.184 -0.465 0.438 0.27
O 0.767 0.000 2.005 0.360 0.485 0.342 -0.18
H 0.220 0.855 0.221 0.047 -0.007 -0.014 -0.07
H 1.118 -0.691 0.097 -0.067 0.126 -0.189 0.00
H -0.587 -0.683 0.620 0.001 0.056 -0.268 0.04
H 0.370 -0.678 2.565 -0.058 -0.225 -0.259 0.05
C 2.022 -2.575 -1.643 -0.183 0.293 -0.627 -1.08
C 2.235 -3.920 -2.314 0.342 0.061 -0.650 0.56
C 2.939 -3.862 -3.692 0.566 0.451 0.493 -0.29
O 4.114 -4.663 -3.498 0.090 -0.198 -0.931 -0.38
C 4.130 -5.214 -2.291 -0.096 -0.178 1.129 0.58
O 4.923 -5.994 -1.863 0.159 0.081 -0.456 -0.56
O 3.110 -4.745 -1.542 -0.194 -0.039 0.168 -0.41
H 1.768 -1.805 -2.375 -0.527 -0.314 -0.117 0.15
H 2.922 -2.116 -1.230 0.155 -0.692 0.454 0.36
H 1.209 -2.671 -0.928 0.184 0.277 0.271 0.22
H 1.319 -4.500 -2.441 -0.228 0.340 0.259 0.27
H 3.285 -2.861 -3.945 -0.162 0.044 -0.014 0.29
H 2.354 -4.251 -4.521 -0.019 -0.128 0.066 0.26
C -6.508 0.671 -0.703 0.246 0.383 0.573 -1.66
C -5.115 1.074 -1.142 -0.194 -0.016 -0.381 0.74
C -4.900 2.577 -1.409 -1.414 -0.867 -0.514 -0.27
O -3.743 2.900 -0.687 0.458 0.480 -0.117 -0.35
C -3.315 1.837 0.028 0.090 -0.256 0.215 0.47
O -2.335 1.807 0.697 0.011 0.203 -0.041 -0.39
O -4.161 0.801 -0.110 -0.204 -0.153 -0.031 -0.23
H -6.833 1.310 0.123 0.159 -0.144 0.152 0.38
H -6.453 -0.360 -0.358 -0.333 -0.037 -0.084 0.35
H -7.274 0.807 -1.465 0.254 -0.243 -0.318 0.40
H -4.821 0.475 -2.009 0.051 0.056 -0.001 0.03
H -5.790 3.120 -1.079 0.366 0.301 0.336 0.29
H -4.822 2.746 -2.484 0.518 0.249 0.129 0.26
C 2.989 -2.105 4.354 -0.192 -0.055 -0.026 -1.41
C 4.126 -1.114 4.346 -0.167 0.461 0.031 0.97
C 4.922 -1.018 5.650 -1.355 0.167 0.410 -0.39
O 6.258 -0.939 5.234 0.758 -0.030 0.093 -0.35
C 6.372 -1.355 3.942 -1.157 0.230 0.371 0.62
O 7.380 -1.557 3.367 0.618 -0.024 -0.166 -0.52
O 5.135 -1.486 3.413 0.319 -0.529 -0.483 -0.37
H 3.332 -3.065 4.741 -0.115 -0.068 -0.086 0.42
H 2.550 -2.231 3.363 0.283 -0.058 -0.111 0.27
H 2.164 -1.738 4.971 0.209 0.052 0.242 0.29
H 3.773 -0.129 4.026 -0.013 -0.030 0.118 -0.04
H 4.742 -1.863 6.324 0.324 -0.267 -0.291 0.23
H 4.597 -0.146 6.222 0.482 0.214 -0.144 0.34
C -1.941 3.293 -3.942 -0.498 -0.158 0.901 -1.42
C -0.532 2.772 -4.120 -0.511 0.162 -0.498 0.67
C 0.589 3.735 -3.796 0.464 1.240 -0.178 -0.62
O 1.562 2.929 -3.139 0.284 0.119 -0.019 -0.36
C 1.001 1.778 -2.761 -0.147 -0.575 0.657 0.38
O 1.503 0.922 -2.103 0.205 0.288 -0.230 -0.40
O -0.280 1.715 -3.182 -0.474 -0.047 -0.383 -0.04
H -2.085 3.653 -2.919 0.145 0.087 -0.034 0.33
H -2.664 2.481 -4.053 0.141 -0.082 -0.175 0.18
H -2.262 4.084 -4.617 0.439 0.016 -0.219 0.42
H -0.449 2.367 -5.132 0.287 -0.116 0.050 0.23
H 0.298 4.580 -3.161 -0.240 -0.458 0.412 0.30
H 1.074 4.247 -4.628 -0.115 -0.544 -0.319 0.31
C -2.170 -1.364 -2.204 0.261 -0.592 0.982 -0.81
C -1.723 -1.789 -3.569 0.432 0.943 -0.450 0.22
C -2.103 -0.823 -4.692 -1.424 0.110 -0.103 0.11
O -0.991 -0.830 -5.574 -0.475 -0.133 -0.121 -0.44
C 0.046 -1.409 -4.931 0.469 0.818 -0.328 0.51
O 1.124 -1.545 -5.411 0.259 -0.184 -0.080 -0.53
O -0.283 -1.695 -3.679 -0.210 -0.946 0.815 -0.10
H -1.909 -2.105 -1.441 0.068 -0.156 -0.250 0.22
H -3.256 -1.284 -2.142 -0.008 0.270 -0.174 0.33
H -1.657 -0.466 -1.854 -0.248 0.286 -0.409 0.01
H -1.996 -2.815 -3.817 -0.120 -0.017 0.068 0.35
H -2.349 0.188 -4.354 0.686 0.069 0.316 -0.40
H -3.025 -1.105 -5.208 0.329 -0.437 -0.255 0.42
```
Forces are in eV/Å.

Properties
Structure (SMILES): C[C@H]1COC(=O)O1.C[C@H]1COC(=O)O1.C[C@H]1COC(=O)O1.C[C@H]1COC(=O)O1.C[C@H]1COC(=O)O1.CO.CO.CO.CO.CO.CO
LUMO energy: -0.22 eV
2S+1: 1
HOMO: -9.453 eV

Formula: C3H5IN3P
Source: the OMol25 dataset
Level of theory: ωB97M-V with the def2-TZVPD basis set

Geometry as XYZ:
```
13
Properties=species:S:1:pos:R:3:forces:R:3:nbo_charge:R:1
C -0.193 0.752 0.455 -0.590 2.301 -0.576 0.30
C 0.143 -1.072 1.393 0.544 -1.775 1.845 0.18
C -0.267 1.774 -0.572 -0.377 -0.304 -3.110 -0.64
N 0.000 1.013 1.704 0.864 0.414 0.508 -0.28
N 0.301 -0.171 2.290 -0.273 -0.276 1.826 -0.32
N -0.186 -0.545 0.217 -0.300 -4.301 -3.040 -0.59
P -0.189 -1.942 -1.157 -0.033 2.664 0.869 0.54
I 0.428 -3.136 1.812 -0.088 0.906 -0.032 0.18
H 0.728 1.839 -1.100 -0.965 -0.178 0.315 0.23
H -1.066 1.477 -1.353 1.271 0.704 1.066 0.21
H -0.454 2.764 -0.210 -0.328 0.302 0.473 0.25
H 1.190 -1.696 -1.227 0.286 -0.440 -0.390 -0.02
H -0.435 -1.056 -2.253 -0.012 -0.018 0.245 -0.03
```
Forces are in eV/Å.

Properties
LUMO energy: -0.29 eV
2S+1: 1
HOMO: -9.084 eV

Taking the records one at a time from the top gives ΔE to the lowest compared entry with this formula, charge and spin values of 19.5, 68.5, 14.1, 18.6, 31.7, 9.4 kcal/mol.